Record 1
ORCA calculation (the ωB97M-V functional and the def2-TZVPD basis) on a structure of composition C18H45N7O12Zn2.

Atoms and positions in Å:
Zn: 0.82943 0.90783 2.55795
Zn: 2.39891 -0.87375 0.55479
C: 3.37840 1.03503 1.99190
O: 2.65750 1.87724 2.42541
O: 3.36778 0.81040 0.77603
O: 2.71117 0.07281 2.31883
C: -0.27650 -0.79147 0.90815
O: 0.51518 -1.69983 0.54771
O: -0.38850 -0.63459 2.12390
O: 0.40446 0.14866 0.69570
C: -0.12376 0.25011 5.47534
O: 0.52980 0.76425 4.56834
N: -0.73606 -0.85087 5.17369
N: -0.17383 0.73735 6.68432
H: -1.47318 -1.10812 5.81446
H: -0.72327 -1.08843 4.19211
H: -0.67399 0.32184 7.45716
H: 0.41468 1.53368 6.88329
C: 0.13586 -4.71753 3.11104
O: 0.19607 -5.71171 3.73363
N: -0.06395 -4.47091 1.86438
N: 0.38771 -3.57006 3.73465
H: -0.52096 -5.25708 1.42485
H: -0.10061 -3.53726 1.48088
H: 0.28925 -2.71305 3.20933
H: 0.49062 -3.62656 4.73779
C: -5.21372 -2.62916 -4.70246
O: -4.74531 -1.29187 -4.76688
C: -4.29312 -1.04678 -6.07573
C: -3.41659 0.21843 -6.17808
N: -2.04856 -0.21758 -5.74377
C: -1.05659 0.83793 -5.69738
C: -1.26074 1.58669 -4.42072
O: -0.88158 1.03093 -3.21313
C: -0.49276 1.78180 -2.14967
H: -4.55097 -3.32305 -5.21953
H: -6.19394 -2.81020 -5.14348
H: -5.12695 -2.96353 -3.66865
H: -5.11093 -1.03326 -6.79623
H: -3.72025 -1.84490 -6.54789
H: -3.88636 0.87297 -5.44393
H: -3.39164 0.39412 -7.25355
H: -2.26901 -0.72976 -4.90166
H: -1.04612 1.55458 -6.51860
H: -0.09433 0.32636 -5.67577
H: -2.26241 2.01000 -4.34609
H: -0.66437 2.47081 -4.64605
H: -1.31873 2.12817 -1.52846
H: 0.05314 2.67842 -2.44320
H: 0.26988 1.28249 -1.55204
C: -2.12691 2.91369 1.18124
C: -0.62320 3.22559 1.56641
C: -0.08969 4.66285 1.58148
O: -0.35924 5.46226 2.67055
C: -1.65302 5.77199 3.21182
N: -0.48848 2.66907 2.83179
H: -2.33318 3.47034 0.26707
H: -2.79752 3.27681 1.96004
H: -2.25846 1.83316 1.12432
H: -0.00170 2.71920 0.82788
H: -0.50648 5.21026 0.73606
H: 0.99963 4.64387 1.61485
H: -2.28119 6.40102 2.58109
H: -1.60515 6.37974 4.11540
H: -2.06171 4.77965 3.40244
H: 0.12933 3.28557 3.34006
H: -1.31261 2.85055 3.38675
C: 5.26895 -1.34855 -1.44821
C: 3.93968 -2.09486 -1.47813
C: 3.72356 -3.08417 -0.29950
O: 3.65959 -2.43884 0.91758
C: 3.94361 -3.17253 2.08178
N: 2.83980 -1.14865 -1.47879
H: 5.25146 -0.61878 -2.25767
H: 6.21362 -1.87820 -1.57133
H: 5.31372 -0.68386 -0.58550
H: 3.95186 -2.65158 -2.41515
H: 4.53231 -3.81293 -0.35368
H: 2.82036 -3.64139 -0.54818
H: 3.79487 -2.54816 2.96276
H: 5.02849 -3.27792 2.07753
H: 3.41620 -4.10934 2.26161
H: 2.87411 -0.46114 -2.21789
H: 2.06713 -1.67630 -1.85915

Values from the calculation:
Energy above the lowest of the compared OMol25 structures with the same formula, charge and spin (eV): 13.511
E_LUMO (eV): 0.100

These are the Löwdin partial charges, in e, on atoms 1 to 8: 0.7587 0.7500 -0.8490 -0.0109 -0.0691 -0.1594 -0.8185 -0.0929


Record 2
ORCA calculation (the ωB97M-V functional and the def2-TZVPD basis) on a structure of composition C18H45O16P4Tl.

Atoms and positions in Å:
Tl: 1.48324 1.69804 2.42913
P: -1.96843 5.40508 2.86121
O: -1.51950 5.09707 1.34848
O: -2.35094 4.04435 3.44231
O: -3.06476 6.53321 3.04117
O: -0.59338 5.61182 3.53687
C: 2.03423 5.27107 -4.18487
C: 2.61016 6.61303 -3.71726
O: 3.99530 6.58455 -3.73766
P: 4.87889 5.92722 -2.52452
O: 4.25196 4.79904 -1.80350
O: 6.31048 5.56312 -3.22006
C: 6.86874 6.39681 -4.22058
C: 8.35422 6.07869 -4.51432
O: 5.17019 7.21385 -1.57896
C: 4.33949 7.56586 -0.53538
C: 4.54582 9.03143 -0.20716
H: 0.96866 5.16440 -3.98162
H: 2.20471 5.02449 -5.23284
H: 2.56941 4.49372 -3.63949
H: 2.27102 7.47798 -4.28731
H: 2.22583 6.81835 -2.71814
H: 6.25513 6.22285 -5.10451
H: 6.83768 7.45098 -3.94517
H: 8.28600 5.01058 -4.72068
H: 8.77401 6.53968 -5.40838
H: 8.93937 6.28099 -3.61723
H: 3.29503 7.28535 -0.67136
H: 4.58977 6.93674 0.31884
H: 4.37933 9.59999 -1.12210
H: 3.89211 9.41476 0.57630
H: 5.56960 9.16694 0.14152
C: -1.48919 -6.47747 8.06435
C: -2.18596 -5.19330 7.63306
O: -2.59703 -5.39998 6.28566
P: -3.16000 -4.22830 5.27537
O: -2.17457 -3.28811 4.69514
O: -4.26733 -3.59336 6.28784
C: -5.31627 -2.71361 5.98639
C: -6.45216 -2.90301 7.02899
O: -4.06541 -5.08120 4.21581
C: -5.01015 -5.96683 4.65257
C: -4.47137 -7.40446 4.83616
H: -0.71986 -6.66783 7.31602
H: -1.00999 -6.22120 9.00923
H: -2.08721 -7.37870 8.19947
H: -3.07548 -4.97199 8.22288
H: -1.49049 -4.36239 7.75146
H: -4.84737 -1.72964 5.97905
H: -5.68147 -2.80838 4.96377
H: -5.94687 -2.48377 7.89906
H: -7.37563 -2.33990 6.89405
H: -6.63095 -3.97262 7.13882
H: -5.42995 -5.58096 5.58154
H: -5.87622 -5.93295 3.99160
H: -5.18148 -8.23139 4.83092
H: -3.80104 -7.72668 4.03933
H: -3.83053 -7.37853 5.71749
C: 0.41646 -1.24080 -7.30586
C: 0.51949 -2.23842 -6.15216
O: -0.25958 -1.61724 -5.14672
P: -0.27712 -2.34184 -3.69379
O: 0.39775 -1.55402 -2.58303
O: -1.79882 -2.62449 -3.51579
C: -2.69617 -1.56030 -3.28061
C: -3.01650 -1.42456 -1.79361
O: 0.42801 -3.74643 -3.89557
C: 0.65918 -4.65217 -2.80968
C: 1.13589 -6.02853 -3.35918
H: 0.76646 -0.23434 -7.07641
H: 0.96544 -1.53602 -8.20005
H: -0.60452 -1.05169 -7.63744
H: 0.05492 -3.13219 -6.56862
H: 1.56244 -2.35072 -5.85595
H: -2.31767 -0.58612 -3.59017
H: -3.58211 -1.79971 -3.86873
H: -2.22604 -1.07077 -1.13172
H: -3.90489 -0.79356 -1.76721
H: -3.42189 -2.31962 -1.32179
H: 1.50759 -4.41147 -2.16909
H: -0.23711 -4.81317 -2.21065
H: 1.64714 -5.89441 -4.31245
H: 1.77389 -6.59572 -2.68141
H: 0.27838 -6.66717 -3.57107

Values from the calculation:
Energy above the lowest of the compared OMol25 structures with the same formula, charge and spin (eV): 6.381
E_LUMO (eV): -2.569

These are the Löwdin partial charges, in e, on atoms 1 to 8: 0.9679 -0.0058 -0.2488 -0.2171 -0.3175 -0.1843 -0.0635 -0.2940


Record 3
ORCA calculation (the ωB97M-V functional and the def2-TZVPD basis) on a cluster of 3 separate species, C18H45O8P3 in total.

Atoms and positions in Å:
C: -1.68066 -6.44509 0.50494
C: -0.29435 -5.95127 0.13766
O: -0.26575 -4.54443 -0.03575
P: -0.50015 -3.61478 1.31490
O: 0.95674 -3.75357 1.82031
O: -0.17539 -2.12829 0.62918
C: 0.89867 -1.30944 1.06743
C: 2.13869 -1.56431 0.22880
O: -2.12801 -3.45970 0.75017
C: -2.63931 -2.27503 0.15374
C: -2.24865 -2.14261 -1.31065
H: -1.98431 -6.06774 1.48662
H: -1.70764 -7.53819 0.54110
H: -2.42374 -6.09690 -0.21919
H: 0.43747 -6.24429 0.89715
H: 0.01332 -6.40242 -0.81061
H: 1.09581 -1.45118 2.13868
H: 0.59505 -0.26906 0.94444
H: 2.38681 -2.62747 0.16240
H: 3.00096 -1.02999 0.62745
H: 1.97191 -1.23091 -0.80352
H: -2.35188 -1.39718 0.74201
H: -3.73177 -2.33505 0.21801
H: -1.17543 -2.25894 -1.47878
H: -2.56125 -1.17249 -1.70489
H: -2.73369 -2.92731 -1.89527
C: -3.20098 4.94975 -1.36253
C: -4.16827 3.78892 -1.23056
O: -4.63457 3.34633 -2.49419
P: -3.52895 2.62326 -3.49329
O: -3.60451 1.24506 -2.79179
O: -4.58621 2.13136 -4.68725
C: -4.77905 0.76272 -5.01254
C: -5.95431 0.19223 -4.23843
O: -3.44452 4.16319 -4.27711
C: -4.03636 4.43056 -5.54156
C: -5.53029 4.70051 -5.44205
H: -2.28271 4.63946 -1.87124
H: -2.92542 5.34066 -0.37858
H: -3.64052 5.75895 -1.95395
H: -3.70439 2.95420 -0.69549
H: -5.04235 4.10723 -0.65431
H: -3.86203 0.18121 -4.84693
H: -4.99452 0.70200 -6.08006
H: -5.88287 0.38967 -3.16503
H: -6.04086 -0.88372 -4.38933
H: -6.88883 0.66419 -4.56796
H: -3.80502 3.62685 -6.24855
H: -3.54649 5.32800 -5.93630
H: -6.06856 3.92639 -4.89014
H: -5.97107 4.79047 -6.43799
H: -5.70233 5.63347 -4.90095
C: 9.33622 1.44832 3.87573
C: 8.74394 -0.07915 4.20110
C: 7.14163 -0.12743 3.83735
C: 6.24631 -1.10553 4.80814
P: 4.61240 -0.23823 5.38754
C: 3.30737 -0.19534 3.98465
C: 2.38796 1.20164 4.00350
H: 8.56315 2.29812 4.13744
H: 10.26846 1.63285 4.58756
H: 9.59822 1.58565 2.73004
H: 9.32906 -0.81300 3.46917
H: 9.01093 -0.41218 5.29076
H: 6.76477 1.00361 3.87352
H: 7.01151 -0.47946 2.70733
H: 5.95226 -2.05195 4.14572
H: 6.83224 -1.47627 5.77760
H: 4.89093 1.17466 5.65585
H: 2.51367 -1.07202 4.11034
H: 3.81949 -0.27382 2.91183
H: 1.41898 1.11752 3.34968
H: 3.05373 2.06024 3.53347
H: 2.12930 1.54643 5.10353

Values from the calculation:
SMILES string: CCOP(=O)(OCC)OCC.CCOP(=O)(OCC)OCC.CCCCPCC
E_LUMO (eV): -2.018

These are the Löwdin partial charges, in e, on atoms 1 to 8: -0.0907 -0.3065 -0.2363 0.7710 -0.2424 -0.2846 -0.2935 -0.0658


no.,Kohn-Sham gap (eV)
1,6.86
2,5.71
3,5.91